1.
Formula: C7H14
Source: the Open Molecules 2025 dataset
Level of theory: ωB97M-V with the def2-TZVPD basis set

Values from the calculation:
Orbital gap (hartree): 0.4082
LUMO level (eV): 1.13
Relative energy (zero: lowest compared OMol25 entry of this formula, charge and spin) (kJ/mol): 119.2

```
21
Properties=species:S:1:pos:R:3:forces:R:3:lowdin_charge:R:1
C -0.0036 -1.4181 0.0760 0.172 -0.064 0.007 -0.12
C 2.4240 -0.1471 -0.0364 0.265 0.786 0.568 -0.06
C -0.0600 1.5845 0.5773 0.117 0.035 0.013 -0.09
C -2.3848 -0.2939 0.2903 0.141 0.104 -0.079 -0.08
C 0.0238 0.6370 -0.6318 0.416 0.283 -0.211 -0.28
C 1.0564 -0.5233 -0.5978 0.313 0.086 0.040 -0.34
C -1.1012 -0.4936 -0.5278 0.091 0.137 -0.214 -0.30
H -2.1795 0.0118 1.3237 0.043 -0.023 -0.225 0.07
H -0.0014 -2.4752 -0.2141 -0.100 0.177 0.097 0.10
H -1.3755 -0.8611 -1.5229 0.113 0.085 0.063 0.13
H 0.7423 2.3292 0.5755 0.088 -0.232 0.051 0.07
H 2.8733 -0.7793 0.7367 -0.370 -0.173 -0.136 0.07
H -0.9777 2.1871 0.5313 0.051 -0.313 -0.081 0.08
H -2.9626 -1.2294 0.3479 0.256 0.192 -0.110 0.08
H 3.2232 0.0497 -0.7635 -0.412 -0.382 -0.238 0.07
H 2.2618 0.8413 0.4113 0.381 -0.238 0.337 0.05
H 0.3394 1.2816 -1.5045 -1.553 -0.587 0.317 0.15
H 1.1761 -0.8771 -1.6329 -0.160 0.073 0.220 0.13
H 0.0230 -1.3537 1.1727 -0.028 0.051 -0.215 0.11
H -3.0398 0.4620 -0.1584 0.112 -0.083 0.043 0.07
H -0.0576 1.0675 1.5475 0.066 0.086 -0.246 0.08
```
Positions in Å, forces in eV/Å.


2.
Formula: C34H36IrN8O3P
Source: the Open Molecules 2025 dataset
Level of theory: ωB97M-V with the def2-TZVPD basis set

Values from the calculation:
Total charge: +3
Orbital gap (alpha / beta) (hartree): 0.2498 / 0.1671
LUMO level (alpha / beta) (eV): -8.75 / -11.10
Multiplicity: 6
⟨S²⟩: 8.80

```
83
Properties=species:S:1:pos:R:3:forces:R:3:lowdin_spin:R:1
Ir 0.0437 -0.0387 0.0047 0.493 -0.071 -0.415 2.37
P 1.6748 -1.9297 -0.1156 0.134 0.140 0.369 0.13
O -2.0421 5.0954 4.2451 -0.038 0.065 -0.054 0.00
O 0.9038 0.7395 7.1298 0.027 -0.095 0.045 0.00
O -1.6101 -1.8074 -0.3545 -0.011 0.028 0.127 0.08
N -0.0386 -0.3602 2.4313 -0.068 -0.222 -0.021 0.08
N 0.2042 0.5709 -2.2772 -0.020 -0.128 -0.082 0.08
N -5.6233 3.9234 -8.4077 0.106 -0.066 0.153 0.00
N -2.0672 1.2080 -0.7853 -0.326 0.118 -0.112 0.44
N 3.5812 -3.4927 1.1865 0.048 -0.078 0.144 0.05
N 3.6275 -3.5262 -1.1772 0.001 -0.048 0.032 0.42
N 0.1925 1.9117 1.1333 -0.161 -0.249 -0.472 0.09
N 1.9437 -4.6602 -0.1710 0.097 0.191 0.147 0.28
C -4.8263 2.5634 -5.2819 -0.069 0.025 -0.028 0.00
C 2.8277 -4.7481 -1.3254 0.088 0.167 0.012 0.01
C 1.2912 0.1892 -2.9124 -0.005 0.036 0.049 0.01
C -1.3090 4.0539 0.7118 0.087 0.047 -0.066 0.04
C -2.6659 2.0765 -4.3196 -0.027 -0.018 -0.015 0.00
C -0.7477 0.8322 -3.3199 0.035 0.141 0.034 0.00
C 2.9598 -2.2925 -1.4706 -0.079 -0.025 -0.042 0.07
C -0.0382 -1.5287 3.0797 -0.032 0.039 -0.007 0.01
C -2.6187 3.4674 0.0146 -0.022 -0.031 -0.066 0.06
C -1.8927 1.5648 -3.1862 -0.013 0.097 0.048 0.00
C 2.8442 -2.2449 1.3151 -0.165 -0.016 -0.246 0.01
C -2.2826 2.0133 -1.8370 0.045 -0.118 0.069 0.03
C -0.1416 0.4680 -4.5830 -0.036 -0.228 0.021 0.01
C 0.9203 -3.6440 -0.2487 0.072 0.037 0.028 0.05
C -4.9916 3.5328 -7.5306 -0.008 0.012 -0.013 0.00
C 2.7046 -4.6547 1.0937 -0.021 0.034 -0.014 0.02
C -0.0651 1.9983 2.3914 0.001 -0.032 0.322 0.04
C -1.3570 4.0937 2.2194 -0.004 -0.052 -0.018 0.02
C -0.7702 3.1340 2.9676 0.041 0.008 0.005 0.01
C 0.4073 0.7252 4.5234 -0.011 0.029 0.094 0.01
C -4.0638 2.1028 -4.2287 0.017 -0.042 0.070 0.00
C -2.0714 2.0773 0.3243 0.316 0.039 0.049 0.04
C -2.0343 5.2619 2.8537 0.027 -0.032 0.073 0.00
C -4.1980 3.0404 -6.4324 -0.076 0.035 -0.105 0.00
C 0.7105 -0.5709 6.6608 0.001 0.121 -0.034 0.00
C -2.0471 2.5754 -5.4718 -0.002 0.096 -0.002 0.00
C 1.1321 0.0808 -4.3284 0.095 0.063 -0.017 0.00
C -2.6040 3.3307 -1.4856 0.011 0.192 -0.021 0.35
C -2.8076 3.0580 -6.5204 0.034 -0.011 -0.020 0.00
C 0.4449 -0.4984 5.1848 0.009 0.050 0.037 0.00
C -0.6261 2.7476 0.3105 -0.222 -0.118 0.186 0.07
C 0.1586 0.7522 3.1660 -0.019 0.092 -0.123 0.01
C 4.4731 -3.5140 0.0388 -0.271 0.040 -0.107 0.02
C 0.1936 -1.6437 4.4373 -0.017 -0.073 -0.015 0.01
H 0.5641 1.6384 5.0812 0.007 -0.021 -0.010 0.00
H -2.3318 3.4577 -7.4056 -0.003 0.007 0.012 0.00
H -2.3167 -1.8089 0.3070 -0.001 -0.031 0.002 0.00
H 0.3514 -3.7276 -1.1733 -0.010 -0.021 -0.033 0.00
H -0.2657 -2.4084 2.4851 0.021 0.019 0.018 0.00
H 5.0883 -4.4105 0.0516 -0.016 -0.051 -0.010 0.00
H 1.8862 -0.2284 -5.0367 -0.035 0.036 0.047 0.00
H 0.1573 -2.6183 4.9104 0.002 0.025 -0.026 0.00
H 1.5869 -1.2069 6.8258 0.050 0.004 0.012 0.00
H 3.4634 -5.6269 -1.2656 0.027 -0.007 0.048 0.00
H 3.6836 -1.4754 -1.4770 0.038 -0.017 -0.006 0.01
H 2.4541 -2.3509 -2.4342 0.016 -0.010 -0.038 0.00
H -1.4846 6.1611 2.5410 0.012 0.026 0.003 0.00
H -0.1420 -1.0624 7.1411 -0.049 -0.004 0.026 0.00
H -3.5809 3.7827 0.4241 0.023 0.011 -0.038 0.02
H -2.0609 -1.6007 -1.1858 -0.013 0.077 0.001 0.00
H 5.1119 -2.6337 0.0294 0.002 0.028 -0.058 0.00
H 3.5336 -1.4029 1.3892 0.031 0.018 0.006 0.00
H -0.2433 2.7848 -0.7020 0.063 -0.011 -0.028 0.00
H -5.9064 2.5639 -5.2231 0.023 -0.013 0.000 0.00
H -2.2974 1.6271 1.2850 -0.077 -0.027 -0.019 0.00
H 3.3047 -5.5616 1.1417 0.009 -0.032 -0.027 0.00
H 2.2069 0.0230 -2.3594 -0.057 -0.025 -0.045 0.00
H -0.9182 4.9828 0.2952 0.013 0.015 0.048 0.00
H -0.9668 2.6340 -5.5246 -0.105 0.092 -0.014 0.00
H -0.8502 3.2022 4.0439 0.011 -0.014 -0.008 0.00
H 2.0045 -4.6537 1.9266 -0.053 -0.019 -0.001 0.00
H 0.2241 -3.7545 0.5837 -0.014 -0.081 0.000 0.01
H -3.0452 5.3555 2.4364 -0.045 -0.011 0.015 0.00
H 2.2715 -4.7437 -2.2591 -0.021 0.028 -0.020 0.00
H -4.5571 1.7260 -3.3398 0.011 0.027 -0.029 0.00
H -2.4287 5.8694 4.6701 0.022 -0.022 -0.018 0.00
H -2.7713 4.1327 -2.1943 -0.007 -0.077 0.040 0.02
H 1.1055 0.7284 8.0724 -0.022 -0.001 -0.033 0.00
H 2.2573 -2.2570 2.2319 0.017 -0.011 0.072 0.00
H -0.6370 0.5079 -5.5414 0.070 -0.094 0.109 0.00
```
Positions in Å, forces in eV/Å.


3.
Formula: C2H5NO2S
Source: the Open Molecules 2025 dataset
Level of theory: ωB97M-V with the def2-TZVPD basis set

Values from the calculation:
Orbital gap (alpha / beta) (hartree): 0.2341 / 0.3030
LUMO level (alpha / beta) (eV): 0.38 / -3.16
Relative energy (zero: lowest compared OMol25 entry of this formula, charge and spin) (kJ/mol): 386.9
Multiplicity: 3
⟨S²⟩: 2.01

```
11
Properties=species:S:1:pos:R:3:forces:R:3:lowdin_spin:R:1
S 1.7987 0.0117 0.0227 0.528 -2.512 -1.192 0.09
O 2.0438 -0.4964 -1.2972 1.138 0.224 -0.755 0.11
O 2.0817 -0.9148 1.1020 -0.013 2.221 -0.249 0.02
N 1.4432 1.4863 0.1538 0.456 -0.847 1.663 0.17
C -0.5393 0.0425 0.5967 -2.438 4.620 9.264 0.78
C -0.3973 -0.8828 -0.3512 0.845 -2.386 -7.653 0.69
H -0.0620 -1.9084 -0.3090 -0.686 -0.078 0.168 0.03
H 1.2075 1.7728 -0.7791 0.018 0.378 -0.727 0.00
H -1.1582 0.9272 0.6323 -0.662 -0.404 -0.539 0.05
H -0.6511 -0.3587 -1.3167 0.704 -1.704 0.233 0.02
H -0.2132 -0.2277 1.6061 0.110 0.488 -0.213 0.03
```
Positions in Å, forces in eV/Å.


4.
Formula: C28H46BrCoN3P2
Source: the Open Molecules 2025 dataset
Level of theory: ωB97M-V with the def2-TZVPD basis set

Values from the calculation:
Total charge: +2
Orbital gap (alpha / beta) (hartree): 0.2753 / 0.1354
LUMO level (alpha / beta) (eV): -4.72 / -8.51
Relative energy (zero: lowest compared OMol25 entry of this formula, charge and spin) (kJ/mol): 0.0
Multiplicity: 4
⟨S²⟩: 3.77

```
81
Properties=species:S:1:pos:R:3:forces:R:3:lowdin_spin:R:1
Br -1.8662 0.0912 1.3635 -0.655 0.576 0.034 0.01
Co 1.1486 0.5616 0.5100 -0.302 0.406 1.472 1.83
P -4.9732 1.6294 -1.5667 1.405 -0.555 0.450 0.61
P 1.1986 0.9271 -1.5465 0.873 -0.668 -1.039 0.02
N 0.6914 4.5653 2.3482 -0.409 0.822 0.208 0.00
N 0.7817 2.3892 1.1608 -0.595 3.038 2.071 0.03
N 4.6294 -8.2044 3.5973 -0.136 -0.141 -0.756 0.00
C 3.7901 0.4206 -0.5373 0.074 0.028 0.334 0.02
C 2.8405 2.7789 -2.9705 0.551 0.212 -0.419 0.00
C -3.6959 2.9440 -1.6245 -0.113 0.449 -0.201 0.09
C -5.2964 1.0319 0.1251 -0.618 0.472 0.616 0.10
C -6.7517 0.5589 0.3926 -0.088 0.019 -0.283 0.01
C 4.4011 -7.3156 4.5645 -0.028 0.173 -1.082 0.00
C -0.4695 -2.1594 0.4018 0.718 -0.531 0.449 0.01
C -0.3972 -1.0466 1.2584 1.956 -0.132 0.289 0.00
C -4.3204 4.3616 -1.4832 0.090 -0.261 -0.016 0.02
C 0.7878 -0.7590 2.0448 0.359 -2.086 0.743 0.03
C 1.6366 4.7767 3.4577 0.538 -0.149 0.267 0.00
C 1.5641 2.5976 -2.1547 0.380 0.256 -0.066 0.00
C 2.3815 -4.0900 1.4850 2.101 -1.997 2.249 0.00
C 0.5075 -3.1556 0.4106 -0.360 2.679 1.116 0.00
C -5.0556 0.3311 -4.0384 -0.129 0.151 -0.205 0.02
C 3.8846 -6.6040 1.9607 0.004 -0.478 1.011 0.00
C 3.0523 -4.3425 2.6611 -0.897 -0.359 -2.185 0.01
C 0.2910 -1.1800 -3.2276 -0.069 -0.281 -0.062 0.00
C 4.3725 -7.8701 2.3076 -0.150 0.935 0.457 0.00
C 1.7894 -1.8184 2.1296 -1.792 2.094 -1.126 0.00
C 3.9182 -6.0154 4.2705 0.152 -0.746 1.180 0.00
C -4.4591 0.2480 -2.6235 -0.517 -0.540 -0.369 0.09
C 3.6169 -5.6462 2.9638 0.857 -1.039 -0.004 0.00
C -0.0867 5.7492 1.9185 0.001 -0.099 -0.169 0.00
C 0.6352 3.4262 1.7207 1.164 -2.457 -1.443 0.00
C 2.7811 -0.0804 -1.5630 -0.429 -0.104 -1.409 0.01
C 0.0046 0.2384 -2.7234 -0.541 -0.178 -0.897 0.01
C 1.5653 -2.9436 1.3269 0.184 -0.626 -0.367 0.01
H 3.7391 2.7766 -2.3352 -0.331 -0.126 -0.176 0.00
H -0.1001 0.9190 -3.5840 0.104 -0.179 0.200 0.00
H 3.6718 -6.3587 0.9432 0.102 -0.074 -0.534 0.00
H 2.7069 -1.6924 2.7440 -0.939 -0.128 -0.597 0.00
H 0.2412 6.5721 2.5715 -0.405 -0.281 -0.484 0.00
H -3.3756 0.1734 -2.6682 0.294 0.390 0.161 0.01
H -3.5636 5.1207 -1.7601 -0.518 -0.375 0.171 0.00
H 2.8427 3.7508 -3.4897 -0.087 -0.311 0.221 0.00
H -4.5649 0.2519 0.3537 0.038 -0.107 -0.296 0.02
H 3.1140 -3.6199 3.4486 -0.164 0.342 0.315 0.00
H -4.5778 1.1205 -4.6284 -0.122 -0.077 0.124 0.00
H -5.0629 1.8591 0.8096 -0.043 0.019 -0.252 0.00
H 1.2028 -1.2178 -3.8398 -0.228 0.023 0.248 0.00
H -4.7743 -0.6769 -2.1350 -0.254 0.094 0.097 0.00
H -1.1634 5.5783 2.0375 0.259 0.093 0.031 0.00
H -7.4616 1.3252 0.0341 0.218 -0.419 0.230 0.00
H 4.5594 -8.5976 1.4954 -0.010 0.263 0.852 0.00
H -2.9541 2.7506 -0.8324 -0.294 -0.152 -0.047 0.02
H 2.2932 -4.9133 0.7571 0.022 0.622 0.387 0.00
H -4.9321 -0.6074 -4.5920 0.027 0.195 0.289 0.00
H -3.1489 2.8466 -2.5789 -0.420 -0.076 0.232 0.00
H -0.5328 -1.5554 -3.8562 0.254 0.197 0.225 0.00
H -6.9650 -0.3927 -0.1194 0.043 0.384 0.140 0.00
H 0.4449 -4.0321 -0.2215 0.065 0.063 0.159 0.00
H -0.9661 0.2582 -2.1988 0.244 -0.027 -0.107 0.00
H 0.7074 2.9162 -2.7395 -0.265 0.050 -0.093 0.00
H 3.7537 -5.3763 5.1433 -0.036 0.132 -0.524 0.00
H 2.9754 2.0127 -3.7506 -0.126 0.195 0.289 0.00
H -4.6271 4.5273 -0.4300 -0.009 0.049 -0.722 0.00
H 0.4024 -1.8802 -2.3881 0.047 0.134 -0.222 0.00
H 3.2028 -0.1125 -2.5751 0.164 -0.070 0.213 0.00
H 3.2967 0.9950 0.2790 0.336 -0.020 -0.163 0.00
H 1.5593 5.8357 3.7394 0.139 -0.531 -0.005 0.00
H 0.1342 6.0026 0.8721 -0.050 -0.042 0.309 0.00
H 4.2956 -0.4292 -0.0702 -0.011 0.176 -0.016 0.00
H -6.9289 0.4046 1.4707 0.248 0.109 -0.497 0.00
H -1.2985 -2.2869 -0.2468 -0.846 0.112 -0.347 0.00
H 4.6302 -7.6835 5.5815 -0.246 0.575 -0.582 0.00
H 2.4885 -1.1144 -1.3241 -0.078 0.276 -0.089 0.00
H -6.1256 0.5504 -3.9704 0.134 -0.104 -0.204 0.00
H 1.3880 4.1592 4.3299 0.023 0.129 -0.255 0.00
H -5.1899 4.4313 -2.1720 0.546 0.291 0.571 0.00
H 0.9348 0.1547 2.6812 -0.630 -0.932 -0.414 0.01
H 4.5626 1.0567 -0.9839 -0.310 0.001 0.190 0.00
H 1.5908 3.2292 -1.2700 0.026 0.182 0.039 0.00
H 2.6773 4.5729 3.1477 -0.490 0.049 0.085 0.00
```
Positions in Å, forces in eV/Å.


Maximum force for the records above, in order: 1.69, 0.65, 10.64, 3.72 eV/Å